1.
A 10-piece molecular cluster, C4H28NO11S overall, computed with the ωB97M-V functional and the def2-TZVPD basis.

```
45
Properties=species:S:1:pos:R:3
H 1.98 -0.34 0.15
O -1.28 -0.84 0.37
N 0.73 1.21 -0.14
C 0.90 -0.30 -0.18
H 3.32 -0.18 2.06
H -3.67 -0.34 -2.34
H 1.65 1.63 -0.16
H 1.30 -0.39 -3.45
H -0.76 -4.50 0.57
H -1.13 2.84 -1.65
H -2.00 -1.18 0.94
H 0.25 1.51 -1.01
H 0.26 4.54 0.43
O -3.17 0.15 -1.67
O 3.97 0.02 1.38
H -0.27 -0.38 -1.90
C 0.69 -0.88 -1.59
H -2.56 -0.53 -1.30
O -1.11 -3.76 1.08
H 1.01 3.42 1.49
O -2.24 -2.77 -1.58
H -3.78 -1.23 2.59
O 0.80 3.77 0.62
O -0.91 2.14 -2.26
H 3.18 3.39 1.51
H -1.19 2.39 3.72
H 0.20 1.62 0.63
H -2.26 -2.97 -0.61
H -4.50 -1.25 1.22
O -1.35 2.33 2.77
H -1.80 3.16 2.57
C -0.02 -1.02 0.78
H 4.76 -0.52 1.43
H -2.62 -3.60 -1.92
H 0.57 -1.95 -1.38
O 0.29 -1.51 1.83
O 2.74 2.59 1.82
H -1.11 -4.00 2.01
H 2.53 0.24 -2.37
H 4.00 -1.66 -2.20
S 2.96 -1.99 -3.04
O -3.82 -1.69 1.74
H -1.73 1.62 -2.26
C 1.84 -0.65 -2.52
H 3.36 1.85 1.83
```

Values from the calculation:
Net charge: +1
HOMO-LUMO gap in eV: 9.2
2S+1: 1
HOMO in eV: -11.70
Energy above the lowest of the compared OMol25 structures with the same formula, charge and spin in kJ/mol: 3.21

=====

2.
C52H46BN12O4STeTl as an isolated structure, computed with the ωB97M-V functional and the def2-TZVPD basis.

```
118
Properties=species:S:1:pos:R:3
C -2.22 -0.10 4.15
C 4.46 -0.32 5.69
H 1.03 -2.93 -0.40
H 1.48 5.70 5.83
H 4.31 -5.97 1.26
N 2.16 -1.58 0.71
H -2.25 0.09 5.21
C 2.66 -3.92 0.58
H -5.40 -0.07 3.06
H 4.50 -2.23 -1.64
C -1.22 2.31 -5.87
N 6.00 -4.35 -0.90
H -3.81 0.79 -4.39
O 1.04 1.98 3.16
C -2.39 4.82 -0.40
N 5.00 -5.65 0.61
C 1.57 5.19 4.87
H 9.56 -7.31 -1.15
C -3.52 2.40 -6.57
C 4.23 0.08 3.28
N 1.30 -0.58 -3.72
C 1.95 -1.50 -4.05
H 6.27 -8.07 1.50
C 3.03 -1.34 -0.40
H -1.34 5.24 1.44
C 1.22 3.85 4.78
H -1.15 2.82 2.03
O -3.76 -3.06 -1.00
N 5.01 -0.11 6.68
N -1.71 -0.56 2.02
H 3.00 -0.36 -0.85
C 6.18 -6.27 0.31
H 2.38 -1.95 5.26
H 2.50 -4.86 1.10
H 0.06 -3.60 -3.10
H -1.74 -4.54 -1.47
H -3.90 3.32 -8.48
C -1.75 4.48 0.78
H -0.46 -2.17 -2.54
C -2.70 -2.62 -1.49
C 2.01 5.90 3.77
O -2.36 -1.40 -1.57
C -3.02 -0.41 2.10
H -4.43 -2.85 2.80
H -4.83 1.02 4.35
H -4.56 0.41 0.87
C -3.15 3.03 -7.75
C 2.17 -1.77 3.15
N -5.00 -0.93 4.92
C 1.34 3.25 3.54
H -4.57 2.18 -6.39
C -4.96 -4.95 5.44
C 3.82 -2.33 -0.81
C -4.66 -3.18 3.81
C -1.62 3.14 1.11
H -3.11 2.19 -3.58
H -4.67 -1.35 1.09
H -0.03 2.71 -4.14
C 2.74 -1.47 4.36
Te -1.11 0.26 -3.71
N -0.40 -3.16 -2.31
H 5.03 0.80 3.34
C -4.71 0.03 3.90
C -5.22 -4.07 6.47
C 4.93 -4.51 -0.16
C 8.61 -6.99 -0.74
H -5.42 -4.40 7.48
H 0.72 1.59 -5.27
C -1.75 -3.66 -2.12
H 2.26 6.95 3.87
H -1.51 3.80 -8.91
C -4.68 -4.52 4.14
C 7.99 -7.80 0.22
H -2.49 5.85 -0.70
H 2.45 5.85 1.64
C -2.73 2.49 -0.79
C 1.56 -2.90 0.57
C -3.98 -0.51 0.97
H -3.45 4.04 -2.10
C -1.81 3.31 -7.99
B 1.26 1.87 1.75
N -5.41 -1.59 6.92
C -1.21 -0.36 3.28
C -2.57 2.05 -5.62
C 6.76 -7.45 0.77
H -3.43 -0.69 0.05
C -2.91 3.80 -1.19
H 0.87 3.29 5.64
H -4.96 -6.02 5.65
H 8.47 -8.72 0.53
C 3.81 -0.57 4.45
C -0.22 1.89 -4.83
C -5.20 -2.71 6.15
H -4.47 -5.25 3.37
C 3.66 -0.23 2.07
H 4.02 0.26 1.18
N -3.38 -0.14 3.38
C 3.78 -3.62 -0.10
H 0.20 3.12 -7.25
H 0.80 -3.07 1.34
C 2.12 5.30 2.51
C -4.93 -2.29 4.84
C 8.03 -5.81 -1.17
H -0.15 -0.39 3.46
H 8.52 -5.19 -1.91
S 2.83 -2.78 -4.50
C 2.64 -1.19 1.96
H -3.10 1.65 -1.37
H -2.23 -3.96 -3.06
O 1.76 3.15 1.34
Tl -0.29 0.06 -0.23
N -5.28 -0.56 6.19
C 1.78 3.96 2.42
N -2.09 2.16 0.33
C 6.80 -5.44 -0.64
C -2.92 1.40 -4.31
H 1.34 -2.47 3.12
C -0.85 2.93 -7.05
```

Values from the calculation:
Net charge: -2
HOMO-LUMO gap in eV: 5.0
2S+1: 1
HOMO in eV: -1.50
Energy above the lowest of the compared OMol25 structures with the same formula, charge and spin in kJ/mol: 55.50

=====

3.
An isolated ion of composition C12H26N2O2 and charge +2, computed with the ωB97M-V functional and the def2-TZVPD basis.

```
42
Properties=species:S:1:pos:R:3
C -2.56 -1.16 -3.27
C 3.25 2.22 1.85
H -1.68 1.54 -2.28
O 0.62 -0.71 -0.57
H 3.80 2.74 2.57
H 3.98 1.58 1.37
H -1.30 -3.36 -2.87
H -2.61 0.79 -4.22
N 2.29 1.40 2.45
N -1.94 -1.63 -2.00
H 3.73 -0.21 1.99
H -2.50 -1.85 -4.15
H -0.38 -3.03 -1.34
H -1.18 -0.08 -4.72
C -1.54 -0.31 -1.42
C 3.04 0.22 2.77
C -1.17 0.65 -2.58
C -0.84 -2.60 -2.23
H -3.43 -3.04 -1.47
C 1.85 1.84 3.80
H -0.56 0.76 2.85
H 2.81 2.88 1.04
H 0.35 -0.72 2.41
H -3.73 -1.40 -0.99
H 1.11 2.54 3.55
H 1.37 1.16 4.54
H 3.62 0.51 3.70
C 0.04 0.29 2.08
H 2.69 2.28 4.21
H 1.45 0.92 0.57
C -0.47 -0.37 -0.30
H -2.64 -2.52 0.05
H -3.61 -0.85 -3.18
H 2.31 -0.58 3.03
O -0.84 0.24 0.91
H -2.33 0.20 -0.84
C -2.95 -2.22 -1.02
H 0.64 2.16 1.42
H -0.08 0.66 -2.74
C -1.83 0.08 -3.79
H 0.09 -2.27 -2.72
C 1.11 1.23 1.55
```

Values from the calculation:
SMILES: C[N+](C)(C)CCOC(=O)[C@H]1CCC[N+]1(C)C
Net charge: +2
HOMO-LUMO gap in eV: 12.0
2S+1: 1
HOMO in eV: -17.38
Energy above the lowest of the compared OMol25 structures with the same formula, charge and spin in kJ/mol: 48.94

=====

4.
One molecule with the formula C4H6N2, computed with the ωB97M-V functional and the def2-TZVPD basis.

```
12
Properties=species:S:1:pos:R:3
C -0.83 -0.23 0.23
H 1.66 -1.90 -0.78
H -1.52 1.64 0.78
N 0.01 -0.58 -0.66
N 2.71 1.08 -0.28
H -1.35 1.39 -0.97
C -1.71 0.94 -0.05
C 1.25 -1.11 -0.14
H 1.21 -1.44 0.91
H -0.77 -0.61 1.26
H -2.78 0.74 -0.10
C 2.13 0.08 -0.21
```

Values from the calculation:
SMILES: C/C=N/CC#N
Net charge: 0
HOMO-LUMO gap in eV: 11.1
2S+1: 1
HOMO in eV: -10.23
Energy above the lowest of the compared OMol25 structures with the same formula, charge and spin in kJ/mol: 153.12

=====

5.
C21H22InNTe4 as an isolated structure, computed with the ωB97M-V functional and the def2-TZVPD basis.

```
49
Properties=species:S:1:pos:R:3
Te -3.93 1.74 0.94
H 2.70 -3.51 1.01
H 1.30 -2.81 -2.96
C 0.66 -3.79 2.82
H 2.42 -1.31 0.50
C -1.86 3.65 -1.25
C -0.16 2.23 -1.88
C 1.36 0.57 -2.97
C 1.01 -1.79 -2.73
C -0.48 -0.24 -1.63
Te -3.43 -2.45 -0.47
H 2.60 -0.91 -3.89
Te -5.79 -1.82 0.68
H -1.37 -1.66 2.44
H 0.83 3.14 0.97
H -1.46 5.75 -1.19
H 1.66 -4.84 0.51
H 1.75 3.14 -2.28
C 0.55 -1.68 1.47
C 1.56 -0.87 0.98
C 1.73 -3.75 0.57
H 1.59 -3.49 3.31
C 0.38 1.14 1.65
H -0.17 -3.45 3.44
C -1.06 4.77 -1.38
In -2.24 0.09 -0.43
C 0.72 3.30 -2.01
C -0.63 0.32 2.15
H -2.90 3.75 -0.95
H -0.75 2.96 1.75
C -0.09 -1.54 -1.93
C 0.25 0.82 -2.16
C 1.74 -0.73 -3.25
H 1.71 -3.36 -0.45
C 0.29 2.64 1.77
H -0.65 -2.38 -1.53
H 2.28 1.12 0.65
H 0.73 2.97 2.72
H 1.92 1.39 -3.41
C 0.26 4.58 -1.76
N -1.42 2.41 -1.48
C -0.56 -1.06 2.05
H -0.36 -3.52 0.96
H 0.63 -4.88 2.79
H 0.93 5.43 -1.86
C 0.59 -3.20 1.41
Te -4.83 -0.19 2.59
H -1.49 0.78 2.64
C 1.48 0.52 1.06
```

Values from the calculation:
Net charge: 0
HOMO-LUMO gap in eV: 7.1
2S+1: 1
HOMO in eV: -7.25
Energy above the lowest of the compared OMol25 structures with the same formula, charge and spin in kJ/mol: 0.00

=====

6.
A 2-piece molecular cluster, C2H10NO overall, computed with the ωB97M-V functional and the def2-TZVPD basis.

```
14
Properties=species:S:1:pos:R:3
H 1.19 -1.27 -1.75
H 1.07 0.73 0.71
H 0.50 -0.17 2.03
H -1.39 2.65 0.84
C 0.44 -1.27 0.24
H -1.52 2.63 -0.66
O -1.04 2.19 0.06
N 0.42 0.02 1.02
H -0.38 -1.84 0.65
H 0.07 0.06 -1.51
C 0.29 -0.99 -1.24
H 1.41 -1.69 0.40
H -0.50 0.44 0.89
H -0.56 -1.50 -1.68
```

Values from the calculation:
Net charge: +1
HOMO-LUMO gap in eV: 12.9
2S+1: 1
HOMO in eV: -16.42
Energy above the lowest of the compared OMol25 structures with the same formula, charge and spin in kJ/mol: 27.62

=====

7.
An isolated ion of composition C7H15N4 and charge +1, computed with the ωB97M-V functional and the def2-TZVPD basis.

```
26
Properties=species:S:1:pos:R:3
C -1.60 -1.99 -0.67
H 0.29 -2.11 -0.53
N -0.87 0.77 -0.44
H -2.24 -0.65 2.26
C -2.01 0.15 0.34
N -3.23 0.92 0.32
C -2.55 -1.14 -0.33
H 1.77 -0.42 -1.59
H 2.27 -1.55 0.65
H -3.81 1.05 -0.62
H 2.09 0.18 1.34
C 1.57 0.18 -0.72
H -1.63 -2.85 -1.21
H -3.56 -1.20 -0.17
N -1.51 -0.26 1.60
H -3.17 1.69 0.87
C 1.90 1.75 -0.93
H 3.46 -0.22 0.28
N -0.33 -1.39 -0.60
H 1.09 2.20 -1.64
H -0.69 1.74 -0.37
H 1.91 2.28 -0.02
C 2.40 -0.48 0.50
H -0.87 0.58 1.78
C 0.11 -0.10 -0.51
H 2.87 1.80 -1.44
```

Values from the calculation:
SMILES: CC(C)C1=[NH+]C(N)(N)C=CN1
Net charge: +1
HOMO-LUMO gap in eV: 9.8
2S+1: 1
HOMO in eV: -13.24
Energy above the lowest of the compared OMol25 structures with the same formula, charge and spin in kJ/mol: 175.88

=====

8.
One molecule with the formula C5H8O2, computed with the ωB97M-V functional and the def2-TZVPD basis.

```
15
Properties=species:S:1:pos:R:3
C -0.30 -0.13 -0.20
O 0.23 -0.44 -1.46
H 0.90 -1.23 1.26
H -1.57 1.50 0.70
C -1.43 0.85 -0.16
H 2.84 -0.55 0.63
H 0.67 0.45 1.72
O 2.42 0.86 -0.71
H -2.07 -1.16 -0.87
C -1.69 -0.63 0.00
H -2.01 -1.01 0.97
C 2.10 0.09 0.18
C 0.78 -0.21 0.84
H 0.77 0.33 -1.75
H -1.64 1.30 -1.13
```

Values from the calculation:
SMILES: O=CCC1(O)CC1
Net charge: 0
HOMO-LUMO gap in eV: 10.8
2S+1: 1
HOMO in eV: -9.87
Energy above the lowest of the compared OMol25 structures with the same formula, charge and spin in kJ/mol: 176.14

=====

9.
C4H14KO8 as an isolated structure, computed with the ωB97M-V functional and the def2-TZVPD basis.

```
27
Properties=species:S:1:pos:R:3
O -0.46 -1.17 -3.33
C -0.11 0.42 -5.10
C 2.68 3.55 -0.20
O 2.31 2.77 2.08
O -0.20 -5.35 2.66
K -1.06 -0.84 1.94
H 1.98 2.77 -0.49
O 1.40 -1.35 -4.38
H -5.78 -1.45 2.35
C 0.34 -0.75 -4.20
H 0.07 -5.04 3.52
H -0.72 1.14 -4.54
H 3.05 -2.14 -0.32
H 2.25 4.52 -0.43
H 3.59 3.44 -0.79
H -4.77 2.02 4.25
O 4.29 3.37 1.52
H -0.09 -6.30 2.71
H 4.12 -2.49 0.69
H -6.19 -2.17 1.08
H 0.74 0.95 -5.51
O 3.17 -2.46 0.57
H -3.85 3.07 4.83
C 3.13 3.18 1.20
O -3.87 2.32 4.23
O -5.43 -2.01 1.65
H -0.61 0.00 -5.97
```

Values from the calculation:
Net charge: -1
HOMO-LUMO gap in eV: 3.9
2S+1: 1
HOMO in eV: -3.61

=====

10.
C7H23BrCdN7O4 as an isolated structure, computed with the ωB97M-V functional and the def2-TZVPD basis.

```
43
Properties=species:S:1:pos:R:3
H 3.00 -2.10 3.05
H 3.50 2.31 -0.51
O -1.24 -0.51 1.62
H 1.68 0.41 2.80
H 1.07 -1.83 1.26
H -3.29 2.62 -2.20
H -3.19 -0.25 1.09
C -2.57 -0.42 1.96
H -0.44 -2.91 -1.48
H 1.86 -1.39 -3.21
N 1.62 -0.75 -2.46
H 2.40 0.00 1.58
C -0.42 -1.15 2.69
H -2.83 -1.38 2.41
H -3.71 -0.87 -2.13
H 3.51 2.55 -2.31
H -0.40 -0.73 3.69
N 1.25 2.87 -2.58
H -4.26 1.29 -2.63
Cd 0.02 0.85 0.65
N 1.44 0.06 1.88
C 0.73 -1.29 -1.67
N -2.92 -0.47 -1.63
H -2.19 -1.03 -1.22
C -2.60 0.83 -1.46
O 1.05 2.33 -0.53
N 0.32 -2.54 -2.03
H 1.86 3.26 -3.28
H 0.71 -3.25 -2.64
O -1.46 1.13 -0.91
H 1.85 -1.39 4.25
O 0.36 -0.69 -0.72
H -0.89 -2.11 2.92
H 0.25 2.82 -2.71
H -2.83 0.39 2.65
C 0.99 -1.32 2.21
C 1.96 -1.95 3.32
Br -1.08 2.83 2.03
N 3.06 2.39 -1.41
H 1.52 -2.89 3.65
C 1.75 2.50 -1.46
H 2.03 0.17 -2.45
N -3.47 1.63 -2.09
```

Values from the calculation:
Net charge: +1
HOMO-LUMO gap in eV: 7.6
2S+1: 1
HOMO in eV: -10.08
Energy above the lowest of the compared OMol25 structures with the same formula, charge and spin in kJ/mol: 0.00

=====

Values for strongest force on any atom, eV/Å, ordered as above
2.66; 1.14; 4.47; 1.14; 0.16; 1.39; 4.41; 1.30; 2.94; 5.76